(1)
14
Properties=species:S:1:pos:R:3:lowdin_charge:R:1 method="wB97M-V/def2-TZVPD" homo_ev=-8.5 e_above_lowest_kcal_mol=51.2 multiplicity=1
H -0.77 -2.87 -1.37 0.072
H 1.78 2.16 -0.29 0.097
H 0.90 -1.27 -0.47 0.100
C 0.17 1.05 0.18 -0.393
H -0.46 -2.94 0.38 0.068
H 1.83 0.54 -0.88 0.080
N -0.49 -0.04 0.36 0.048
H -1.34 2.07 1.56 0.115
C -0.85 -2.31 -0.44 -0.124
N -0.09 -1.07 -0.54 -0.147
O 0.32 3.24 1.23 0.027
H -1.91 -2.12 -0.25 0.076
C -0.36 2.23 1.10 -0.155
N 1.27 1.33 -0.58 0.136

***

(2)
85
Properties=species:S:1:pos:R:3:lowdin_charge:R:1 method="wB97M-V/def2-TZVPD" homo_ev=-7.8 smiles=CCN[C@H](COC[C@@H](Cl)CC)NP(C)O.c1ccccc1.c1ccccc1.c1ccccc1.c1ccccc1 multiplicity=1
C 6.41 0.94 3.61 -0.145
C 3.05 -2.60 -3.29 -0.096
H 3.46 -1.67 -2.93 0.088
H -2.22 -0.14 2.21 0.075
H -9.83 -0.32 7.68 0.099
H 4.35 -3.22 -8.68 0.100
C -5.84 0.65 -0.41 -0.095
H -1.94 0.34 4.08 0.082
C 0.96 -0.41 0.80 -0.369
C 4.78 -0.06 0.46 -0.225
H 4.25 0.86 2.81 0.109
C 1.20 -4.15 -3.46 -0.088
C -6.07 1.95 2.05 -0.092
C 4.26 -1.92 -6.97 -0.091
H 5.21 -0.32 -0.62 0.138
C 5.29 0.05 -8.66 -0.098
H -8.20 1.87 1.71 0.094
H 0.17 -4.42 -3.23 0.102
Cl 4.98 2.72 0.07 0.534
H 0.29 -0.48 4.25 0.121
C 3.84 -3.46 -4.06 -0.121
C 1.22 2.99 1.01 -0.298
H 1.70 1.08 -2.14 0.044
H -0.36 -0.16 -0.84 0.070
H 5.21 1.35 -6.94 0.101
C -8.64 1.13 4.84 -0.092
C 4.54 -2.22 -8.30 -0.091
C -4.81 1.63 1.55 -0.092
H 6.84 1.10 0.82 0.123
C 1.73 -2.95 -2.99 -0.096
H 2.28 2.60 1.29 0.010
H -3.71 0.74 -0.07 0.094
H 1.35 4.14 0.71 0.066
H 4.93 -0.96 1.19 0.136
H 5.26 -1.47 -10.19 0.099
H 0.53 -1.52 0.89 0.142
O 3.40 0.45 0.36 -0.300
C -7.10 0.97 0.09 -0.095
H -7.99 0.72 -0.47 0.100
C 3.31 -4.67 -4.52 -0.097
H 3.92 -5.34 -5.11 0.107
H 1.58 -5.95 -4.58 0.103
H -8.48 3.71 7.05 0.100
H 4.28 -0.39 -5.44 0.094
H -5.74 0.15 -1.36 0.099
C 2.43 -0.61 0.07 -0.147
P 0.41 1.99 -0.46 0.860
C -7.22 1.62 1.32 -0.106
H -6.17 2.45 3.01 0.091
C -8.67 2.71 6.66 -0.097
H 5.69 0.81 -9.32 0.100
N 1.08 0.02 2.28 -0.059
C -0.05 -0.55 3.11 -0.277
H -8.00 3.17 4.67 0.094
C -8.40 2.41 5.33 -0.097
H 1.96 -0.44 2.62 0.106
C -9.15 0.14 5.69 -0.093
C -9.19 1.73 7.51 -0.099
C -9.43 0.44 7.02 -0.098
C -1.45 0.33 3.00 -0.130
C 1.99 -5.01 -4.22 -0.087
N -0.06 0.36 0.01 -0.225
C 5.26 1.46 2.57 -0.292
O 1.73 1.98 -1.66 -0.410
H 1.12 -2.28 -2.39 0.083
H 5.85 0.55 4.59 0.085
H -9.34 -0.86 5.31 0.101
H 3.86 -2.68 -6.31 0.067
H 0.54 2.85 1.95 0.028
C 5.02 0.35 -7.32 -0.094
H -1.15 1.43 2.70 0.066
C 4.50 -0.63 -6.48 -0.090
H -8.43 0.89 3.80 0.079
H 7.10 1.87 3.89 0.088
H 7.01 0.05 3.13 0.077
H -9.41 1.97 8.55 0.100
C 5.05 -1.23 -9.15 -0.099
H 2.87 -1.63 0.52 0.137
C -4.69 0.99 0.32 -0.094
H 4.86 -3.19 -4.30 0.107
H 2.32 -0.82 -1.09 0.102
H 4.97 2.60 2.75 0.108
H -3.92 1.89 2.12 0.089
H -0.23 -1.72 2.92 0.115
C 5.69 1.24 1.00 -0.534

***

(3)
18
Properties=species:S:1:pos:R:3:lowdin_charge:R:1 method="wB97M-V/def2-TZVPD" homo_ev=-7.2 e_above_lowest_kcal_mol=89.6 multiplicity=1
H -3.24 -0.04 -0.98 0.086
C 0.36 -0.50 -0.07 -0.367
H -3.25 -0.84 0.44 0.084
H 3.50 0.85 -0.36 0.067
H 0.24 0.98 1.41 0.085
C -1.98 0.77 0.44 -0.155
H 2.40 -1.73 0.05 0.070
N -0.16 -1.46 -0.70 0.103
C 2.19 -0.68 0.24 -0.210
H 2.83 -0.24 -1.65 0.079
H -2.26 1.70 -0.04 0.076
H -1.19 -1.31 -0.73 0.016
N -2.64 -0.35 -0.21 -0.059
H -2.26 0.83 1.50 0.080
N 2.85 0.15 -0.71 -0.046
H 2.51 -0.50 1.27 0.080
C -0.07 0.78 0.39 -0.079
H 0.16 1.58 -0.30 0.089

***

(4)
16
Properties=species:S:1:pos:R:3:lowdin_charge:R:1 method="wB97M-V/def2-TZVPD" homo_ev="-8.1 / -7.3" e_above_lowest_kcal_mol=108.1 multiplicity=1
H -2.46 2.71 -2.18 0.024
C 0.19 1.48 -0.43 -0.659
I 1.21 -0.64 -1.49 1.177
H 2.86 -2.47 0.66 0.053
C -1.07 0.96 0.09 -0.487
H 1.41 -3.53 0.90 0.077
H 1.63 -1.66 1.47 0.077
H 0.97 1.60 0.25 0.026
S -0.13 2.60 -1.75 0.891
N 0.88 -2.21 -0.37 -0.608
H -1.92 -0.16 1.59 0.026
N -2.16 1.36 -0.71 0.054
H -0.20 0.01 1.63 0.020
C -1.86 2.25 -1.55 -0.421
C -1.10 0.20 1.20 0.106
C 1.76 -2.50 0.70 -0.358

***

(5)
7
Properties=species:S:1:pos:R:3:lowdin_charge:R:1 method="wB97M-V/def2-TZVPD" homo_ev=-11.4 smiles=OC(O)(F)Cl e_above_lowest_kcal_mol=14.4 multiplicity=1
C 0.19 -0.17 -0.06 -1.008
O -0.20 -0.23 -1.35 0.026
Cl 1.58 0.89 0.16 0.714
H -0.83 0.48 -1.74 0.193
F 0.61 -1.43 0.47 -0.025
H -0.52 0.25 1.70 0.088
O -0.84 0.21 0.81 0.011

***

(6)
71
Properties=species:S:1:pos:R:3:lowdin_charge:R:1 method="wB97M-V/def2-TZVPD" homo_ev=-12.4 total_charge=+1 e_above_lowest_kcal_mol=0.0 multiplicity=1
C 1.17 3.94 0.37 -0.218
O -1.89 -1.16 -0.72 0.161
H -1.81 -3.20 3.55 0.088
H 1.32 -5.34 2.76 0.113
H 1.48 1.22 -3.75 0.087
H -3.61 2.60 1.51 0.126
C 3.51 3.57 0.90 -0.207
S -0.26 -4.57 1.13 0.695
H -2.53 -5.15 1.29 0.110
C 1.35 0.15 -3.94 -0.218
H -0.93 -6.13 3.54 0.124
H -2.79 -4.60 3.72 0.122
C -3.28 0.65 2.31 -0.206
H -2.48 3.05 3.56 0.125
H -2.21 1.75 0.82 0.095
H 4.11 -1.42 -3.95 0.116
C -3.40 1.50 -2.19 -0.045
C 2.49 4.67 0.58 -0.215
H 3.69 1.59 -0.12 0.091
H 2.90 0.22 -5.42 0.123
C -1.01 1.47 3.43 -0.211
O -3.42 0.34 -1.37 0.085
C -2.76 1.97 1.74 -0.199
O -2.26 -0.67 4.37 -0.291
H 2.77 5.17 -0.35 0.125
H -3.91 1.33 -3.14 0.144
H -3.66 -0.08 1.60 0.109
C 0.46 -4.66 2.77 -0.229
C 3.11 -1.82 -3.73 -0.223
C 3.42 2.63 -0.29 -0.212
H -4.01 0.84 3.10 0.116
C -1.91 1.82 -2.33 -0.288
H -3.95 2.34 -1.76 0.144
C -2.17 -0.16 -1.27 -0.544
O -1.13 -0.87 2.16 -0.371
C -0.68 -5.07 3.67 -0.207
O 0.20 -3.37 0.46 -0.391
F -1.59 2.85 -1.46 0.044
C 1.97 -0.33 -5.24 -0.196
H -2.29 -3.41 1.22 0.091
H 0.04 1.37 3.14 0.102
H 3.24 3.05 1.82 0.121
S 2.24 -0.71 -2.64 0.701
H 3.91 3.02 -1.18 0.117
H 0.86 -3.68 3.02 0.106
H -0.95 1.55 4.52 0.109
H 4.50 4.00 1.00 0.124
H 0.85 3.57 1.35 0.089
H 3.28 -2.76 -3.22 0.115
O 1.35 -1.51 -1.83 -0.363
C -1.89 -4.24 3.22 -0.202
C -1.95 -4.33 1.71 -0.205
H 0.28 -0.06 -3.84 0.100
S 1.65 2.53 -0.63 0.680
H 1.27 -0.20 -6.07 0.120
O -0.19 -5.85 0.48 -0.292
H -1.58 2.12 -3.31 0.173
S -1.87 -0.08 3.13 0.677
H -0.35 -4.90 4.69 0.122
O -1.28 0.65 -1.92 0.101
H 1.38 -2.36 -4.90 0.124
O 1.41 2.82 -2.02 -0.310
H 2.89 -2.21 -5.85 0.121
H -1.22 3.37 2.41 0.103
H 0.37 4.50 -0.10 0.110
H 2.44 5.45 1.33 0.122
O 1.08 1.34 -0.03 -0.381
Ag 0.64 -1.06 0.40 0.771
C 2.32 -1.81 -5.02 -0.204
O 3.15 0.21 -2.01 -0.317
C -1.84 2.57 2.82 -0.198